The following is a DFT calculation (wB97M-V/def2-TZVPD) of a structure of composition C4H3HgLi2O2.

Positions of all 12 atoms, in Å:
C -1.603 -0.670 1.006
O -2.117 -0.212 0.031
Li -3.630 0.768 -0.615
Hg 1.767 -0.354 2.052
C -0.500 -1.770 3.539
C -0.193 -2.158 2.400
C -0.379 -1.874 0.980
O 0.708 -1.287 0.396
Li 1.121 -1.234 -1.330
H -0.381 -1.823 4.613
H -0.776 -2.757 0.448
H -1.877 -0.707 2.248

Its spin multiplicity is 2. Its expectation value of S² is 0.754. The value obtained for the HOMO energy (alpha / beta) is -15.7 / -17.1 eV. The total charge is +2. The calculation puts the orbital gap (alpha / beta) at 8.220 / 7.971 eV. As for the total energy: -12857.4854 eV.